# 1
2 unconnected molecules or ions with the total composition C2H8N4O2, computed with ωB97M-V/def2-TZVPD.

Properties
SMILES: N=C(N)N.NC(=O)O
Charge: 0
HOMO level (eV): -9.224

The geometry in XYZ format:
```
16
C2H8N4O2 | OMol25 | ωB97M-V/def2-TZVPD
N 1.06266 1.05855 1.42766
C 0.38548 1.55332 0.42635
N -0.90668 2.02655 0.42959
N 1.00738 1.77233 -0.83353
H 0.66181 1.26362 2.36234
H -1.43131 2.11210 1.33276
H -1.46765 2.08021 -0.39202
H 0.80355 2.67558 -1.27215
H 2.00169 1.66386 -0.60386
N 0.37398 -2.51089 -0.95415
C -0.91034 -2.44299 -0.41280
O -1.88830 -2.72994 -1.04897
O -0.95796 -2.22639 0.98265
H 1.08525 -1.86804 -0.68576
H 0.20833 -2.41102 -1.98798
H -0.02788 -2.01687 1.22988
```

***

# 2
2 unconnected molecules or ions with the total composition C2H8N4O2, computed with ωB97M-V/def2-TZVPD.

Properties
Charge: 0
HOMO level (spin up / spin down) (eV): -8.333 / -7.772

The geometry in XYZ format:
```
16
C2H8N4O2 | OMol25 | ωB97M-V/def2-TZVPD
C -0.93634 -2.19124 0.32117
N 1.59805 0.34175 0.52181
N -0.06059 1.48448 0.20897
N -0.24825 1.65647 -1.14896
C -0.11483 -1.01847 0.72972
O 2.67646 0.61561 -0.32018
O -0.96951 2.29746 0.87932
N 0.97520 -0.72181 0.05908
H 2.59609 -0.06130 -1.02017
H -0.89581 3.16604 0.44190
H 0.34617 0.99675 -1.64062
H -1.21612 1.49916 -1.43343
H -0.29382 -0.58491 1.71339
H -0.67604 -2.51525 -0.68722
H -0.78145 -3.02681 1.01310
H -1.99922 -1.93795 0.36212
```

***

# 3
2 unconnected molecules or ions with the total composition C2H8N4O2, computed with ωB97M-V/def2-TZVPD.

Properties
Charge: +2
HOMO level (spin up / spin down) (eV): -17.687 / -18.190

The geometry in XYZ format:
```
16
C2H8N4O2 | OMol25 | ωB97M-V/def2-TZVPD
C 1.89389 0.39461 0.26157
C -1.69640 0.36246 0.01445
N 2.24932 0.90241 1.40449
N -1.67642 0.61619 -1.28139
N 2.24011 -0.07654 -0.81592
N -2.42438 -0.39426 0.75109
O 3.14028 -1.12196 -1.17735
O -3.51306 -0.93439 0.20899
H 1.47945 1.30853 2.06140
H 3.24161 1.09704 1.53987
H -1.55982 1.50346 -1.62257
H -1.94637 -0.16944 -1.87158
H 1.51523 -0.08168 -1.62199
H -2.06332 -0.58617 1.67522
H 3.44062 -1.65219 -0.38519
H -4.32074 -1.16805 0.85892
```

***

# 4
A molecular structure, C2H8N4S2, computed with ωB97M-V/def2-TZVPD.

Properties
Charge: 0
HOMO level (eV): -7.751

The geometry in XYZ format:
```
16
C2H8N4S2 | OMol25 | ωB97M-V/def2-TZVPD
C 2.51305 -0.00388 -1.80553
C -0.71710 0.19861 0.71771
H 3.86770 0.02256 -1.34240
H 1.82150 -1.50617 -1.38518
H 2.06140 0.51518 -3.14681
H 1.09995 0.59229 1.49807
H -0.93749 1.76043 1.75613
H -3.72048 0.70506 2.24934
H -0.08493 -1.80778 -0.27148
H -1.75212 -1.82203 -1.54924
N 0.66637 0.38719 0.58017
N -1.17568 0.73201 1.84831
N -1.55775 -0.36723 -0.11491
N -0.84713 -1.23953 -0.98930
S 1.15202 1.35117 -0.99815
S -2.38930 0.48212 2.95328
```

***

# 5
2 unconnected molecules or ions with the total composition C2H8N5, computed with ωB97M-V/def2-TZVPD.

Properties
Charge: +1
HOMO level (spin up / spin down) (eV): -11.063 / -13.079

The geometry in XYZ format:
```
15
C2H8N5 | OMol25 | ωB97M-V/def2-TZVPD
C -0.62111 -0.83998 0.09161
C -1.73742 -1.40071 -0.77995
N 2.00756 3.16482 0.34125
N 1.13904 2.65725 -0.16665
N -0.86971 -0.53243 1.36697
N 1.48380 0.06956 0.10061
N 0.58157 -0.66030 -0.46815
H -1.63626 -1.29977 -1.85137
H -2.54977 -0.79403 -0.68768
H -1.71229 -2.45419 -0.52964
H 2.23591 4.05649 0.57538
H -1.50346 -1.06565 1.90865
H -0.04566 -0.03049 1.73387
H 2.41201 0.18163 -0.20683
H 0.81579 -1.05220 -1.42806
```

***

# 6
A gas-phase ion, C2H8N5 (charge +1), computed with ωB97M-V/def2-TZVPD.

Properties
SMILES: C[C@@]1([NH3+])N=NNN1
Charge: +1
HOMO level (eV): -13.415

The geometry in XYZ format:
```
15
C2H8N5 | OMol25 | ωB97M-V/def2-TZVPD
C -0.72910 -0.00699 -1.22889
C 0.33507 -0.14179 -0.16480
N -0.37999 -0.94298 1.10303
N 1.38692 -1.09612 -0.60099
N 2.48209 -0.62125 -0.22900
N 2.41977 0.60664 0.13775
N 1.08249 1.00123 0.36631
H -1.61899 0.49719 -0.98620
H -0.97399 -1.00643 -1.50038
H -0.26835 0.44430 -2.14490
H 0.14953 -0.79811 1.93681
H -0.37034 -2.01351 0.96188
H -1.31223 -0.48942 1.03820
H 3.25157 1.00855 0.61088
H 0.79750 1.92486 0.58158
```

***

# 7
2 unconnected molecules or ions with the total composition C2H8N5, computed with ωB97M-V/def2-TZVPD.

Properties
Charge: +1
HOMO level (spin up / spin down) (eV): -11.421 / -11.453

The geometry in XYZ format:
```
15
C2H8N5 | OMol25 | ωB97M-V/def2-TZVPD
C 0.79061 -1.37805 -0.51257
C -0.21581 0.63818 0.11784
N -1.99108 -0.43677 0.12392
N 1.95550 -1.94135 -0.78954
N -1.68406 2.08134 0.82872
N -0.51620 1.84862 0.40723
N 0.88826 -0.07399 -0.24766
H -0.15426 -1.85368 -0.55719
H -2.59403 0.30101 0.41211
H 2.06584 -2.92256 -1.04872
H 2.75041 -1.36541 -0.71720
H -1.61919 -1.02067 0.89803
H -1.70340 3.12025 0.99923
H 0.15409 2.64071 0.44615
H 1.87334 0.36238 -0.36035
```

***

# 8
2 unconnected molecules or ions with the total composition C2H8N5O, computed with ωB97M-V/def2-TZVPD.

Properties
Charge: +1
HOMO level (eV): -13.679

The geometry in XYZ format:
```
16
C2H8N5O | OMol25 | ωB97M-V/def2-TZVPD
C -0.47876 0.89362 0.28040
C 0.12699 -2.31498 -0.85235
N -1.72635 0.81136 -0.20847
N -0.33176 0.90725 1.63948
N -0.97227 -2.59325 -1.18305
N 0.48114 0.86207 -0.59120
N 1.83700 0.69354 -0.17340
O 1.13678 -1.87070 -0.48447
H -2.52589 1.03858 0.35452
H 0.42253 1.42682 2.06072
H -1.17829 0.93323 2.18541
H -1.83161 0.73003 -1.20434
H -1.47663 -3.38863 -1.50226
H 2.06076 0.97987 0.79600
H 2.03333 -0.33220 -0.28147
H 2.42303 1.22339 -0.83552
```

***

# 9
2 unconnected molecules or ions with the total composition C2H8N6O2, computed with ωB97M-V/def2-TZVPD.

Properties
Charge: +2
HOMO level (eV): -18.179

The geometry in XYZ format:
```
18
C2H8N6O2 | OMol25 | ωB97M-V/def2-TZVPD
C 1.71189 -0.64990 0.16718
C -1.39319 0.08932 -0.69959
N 2.54989 -0.09017 -0.51195
N -2.07585 -0.52515 0.09293
N 3.81718 1.47584 0.75655
N -4.37291 -0.40034 -0.12934
N 3.67637 0.76478 -0.43403
N -3.30488 -1.11363 0.31806
O 0.77215 -1.17034 0.54627
O -0.67410 0.67300 -1.36106
H 3.00780 1.99732 1.15074
H 4.14208 0.77025 1.38533
H -4.74416 0.57003 0.27627
H -4.54629 -0.60140 -1.04065
H 3.78121 1.37900 -1.28996
H 4.44070 0.15657 -0.53710
H -3.34904 -1.23852 1.34900
H -3.43885 -2.08666 -0.03864
```

***

# 10
2 unconnected molecules or ions with the total composition C2H8NO, computed with ωB97M-V/def2-TZVPD.

Properties
Charge: +1
HOMO level (eV): -16.308

The geometry in XYZ format:
```
12
C2H8NO | OMol25 | ωB97M-V/def2-TZVPD
O 0.64756 0.09994 -2.71807
H 0.79567 0.54382 -3.55577
H 0.86448 -0.82513 -2.91159
H -1.10440 -1.08237 2.42675
C -0.80974 -0.17041 1.89734
C -0.49505 -0.07040 0.47005
N 0.65976 0.36061 0.12876
H -0.00286 0.15037 2.55825
H -1.73575 0.40765 2.07953
H -1.09389 -0.54260 -0.30149
H 1.35791 0.67894 0.78434
H 0.91632 0.44958 -0.85811
```